C6H15CdCl2NO2 as an isolated structure at a distorted geometry. Source: the Open Molecules 2025 dataset; level of theory: the ωB97M-V functional and the def2-TZVPD basis.

The calculation puts the LUMO energy at 0.0117 hartree. For the HOMO-LUMO gap, the calculation gives 9.5 eV. The value obtained for the relative energy (zero: lowest compared OMol25 entry of this formula, charge and spin) is 0.0 kJ/mol. The molar mass comes out at 316.51 g/mol. For the total energy, the calculation gives -1531.0111 Eh.

Last column: Löwdin charge in e.
Positions of all 27 atoms, in Å:
Cd: 0.97338 0.34922 -0.53919  0.982
Cl: 0.76689 2.55341 -1.35574  -0.332
Cl: 2.60726 -1.29167 -1.16734  -0.369
C: 2.78688 0.75683 2.21110  -0.077
O: 1.52288 0.85082 1.55497  -0.365
C: 0.43193 0.71813 2.44672  -0.223
C: -0.91437 0.69517 1.71248  -0.186
N: -0.87178 -0.20767 0.53366  -0.140
C: -1.84682 0.17976 -0.54036  -0.224
C: -1.75340 -0.69388 -1.76771  -0.221
O: -0.41276 -0.68249 -2.25001  -0.347
C: -0.21934 -1.65147 -3.26088  -0.119
H: 3.50838 1.29395 1.59968  0.098
H: 3.08407 -0.28721 2.30316  0.094
H: 2.74814 1.26207 3.17804  0.092
H: 0.45655 1.55782 3.15368  0.130
H: 0.53854 -0.15795 3.10400  0.129
H: -1.16753 1.71917 1.43558  0.121
H: -1.66845 0.36664 2.43144  0.125
H: -1.22368 -1.09370 0.88145  0.127
H: -1.55784 1.18867 -0.86362  0.058
H: -2.85876 0.32330 -0.15179  0.127
H: -2.43587 -0.32591 -2.53822  0.134
H: -2.00143 -1.74061 -1.53629  0.127
H: -0.36675 -2.66042 -2.86231  0.093
H: 0.79587 -1.53920 -3.62667  0.072
H: -0.92201 -1.48281 -4.08584  0.094